No. 1
DFT (wB97M-V/def2-TZVPD) results for a cluster of 2 separate species, C9H16N3 in total.

```
28
Properties=species:S:1:pos:R:3:forces:R:3
C 0.358 -0.035 3.492 2.0 0.0 1.3
C -1.721 0.727 2.533 0.1 0.4 -0.1
N -0.532 0.187 2.382 -0.1 -0.8 0.3
N -2.113 1.242 3.751 0.1 -0.3 -0.3
N -2.554 0.836 1.517 0.0 0.3 0.1
H -0.355 -0.385 1.564 0.0 0.3 -0.2
H -2.459 0.605 4.448 0.2 0.2 0.2
H -2.079 2.235 3.909 -0.2 0.0 0.1
H -2.288 0.654 0.559 -0.1 0.0 0.0
H -3.427 1.288 1.739 -0.1 -0.1 -0.4
H 0.906 0.839 3.850 -0.7 0.5 -0.3
H 1.219 -0.654 3.238 -0.5 -0.4 -0.6
H -0.066 -0.491 4.381 -0.5 -0.1 -0.2
C 2.406 1.196 -2.865 0.8 0.9 0.2
C 0.491 -1.560 -1.150 -0.1 -0.7 0.3
C -0.297 -2.055 -2.175 -0.6 0.7 -0.4
C 1.456 -0.583 -1.360 -0.9 0.0 -0.1
C 1.479 0.062 -2.596 0.8 -0.8 0.3
C -0.274 -1.429 -3.424 0.9 -0.7 1.4
C 0.651 -0.417 -3.606 -0.6 1.0 -0.7
H 0.326 -1.993 -0.166 0.5 -0.2 0.1
H -1.012 -2.857 -2.035 0.1 0.0 0.3
H 2.117 -0.360 -0.535 0.2 0.4 -0.1
H -0.955 -1.839 -4.133 -0.1 0.3 -0.9
H 3.321 1.233 -2.267 -0.2 -0.5 0.4
H 1.928 2.152 -2.648 -0.2 0.1 -0.2
H 0.676 0.153 -4.531 0.0 -0.3 -0.1
H 2.801 1.252 -3.873 -0.4 -0.2 -0.4
```
Positions in Å, forces in eV/Å.

Calculated total energy: -516.57227 Ha
Charge: +1
Highest occupied orbital energy: -11.61 eV
Kohn-Sham gap: 8.29 eV



No. 2
DFT (wB97M-V/def2-TZVPD) results for a cluster of 2 separate species, C9H16N3O2 in total.

```
30
Properties=species:S:1:pos:R:3:forces:R:3
C 0.635 -0.264 0.343 0.7 0.0 1.6
C 1.809 0.554 0.983 -1.7 -1.3 -0.9
C -0.473 0.253 1.176 -1.4 -0.3 -0.4
C -0.250 2.868 -1.439 0.3 2.1 -1.9
C -3.195 -0.101 -0.778 1.2 4.7 1.6
C -3.208 -1.899 1.039 -1.2 1.2 0.1
C 4.329 -0.655 -1.282 -1.7 -2.3 -0.8
C 3.187 0.379 0.458 0.9 0.8 1.6
C -1.802 0.080 1.139 -0.6 0.1 0.3
N 1.362 1.343 1.871 1.7 0.1 -0.4
N -0.815 1.944 -1.119 -0.5 -1.5 0.8
N -2.471 -0.877 0.235 0.8 1.1 0.6
O -0.013 1.264 1.904 -0.7 0.6 1.3
O 3.216 -0.751 -0.358 0.6 0.0 -0.4
H 0.768 -1.316 0.173 0.4 -0.7 0.9
H 0.007 3.712 -2.069 0.4 -0.1 0.7
H 0.340 0.004 -0.614 0.2 1.3 -2.2
H -4.056 0.499 -0.358 1.4 -0.3 0.2
H -2.399 0.583 -1.261 -1.6 -0.9 1.0
H -3.665 -0.563 -1.517 -1.6 -3.3 -3.1
H -3.191 -2.709 0.307 -0.6 -0.8 1.1
H -2.627 -1.969 2.005 -0.9 -0.6 -1.3
H -4.284 -1.474 1.241 2.1 -1.0 -0.4
H 4.092 0.047 -2.057 0.2 1.1 -0.1
H 4.382 -1.624 -1.888 0.2 1.0 1.4
H 5.183 -0.455 -0.689 1.2 0.2 0.0
H 3.489 1.277 -0.029 -0.4 1.0 -1.5
H 3.996 0.520 1.244 -0.9 -1.4 -0.1
H -2.596 0.648 1.648 1.0 0.0 0.0
H -1.749 -1.320 -0.305 0.5 -0.7 0.0
```
Positions in Å, forces in eV/Å.

Calculated total energy: -666.84443 Ha
Charge: +1
Highest occupied orbital energy: -12.19 eV
Kohn-Sham gap: 9.52 eV



No. 3
DFT (wB97M-V/def2-TZVPD) results for the ion C9H16N3S2 with charge +1.

```
30
Properties=species:S:1:pos:R:3:forces:R:3
C 2.332 3.541 0.225 -0.2 0.0 0.0
C 1.723 2.921 1.455 -0.1 0.4 0.3
S 1.325 1.193 1.313 0.4 -1.2 1.9
C 0.209 0.970 -0.036 0.5 -1.5 0.5
N 0.264 -0.729 -0.050 -2.1 2.8 -0.3
C -0.951 -1.264 -0.124 0.2 -0.4 -0.4
N -2.187 -0.768 -0.080 1.2 0.3 -0.1
C -3.161 -1.823 -0.209 -1.0 -0.1 -0.1
C -2.300 -3.087 -0.355 -0.4 -1.2 -0.1
N -0.958 -2.580 -0.319 0.2 1.2 0.2
C 0.375 -3.136 -0.205 -0.7 -0.8 0.0
C 1.237 -1.867 -0.077 1.2 0.7 -0.3
S 0.915 1.836 -1.439 -0.1 -0.7 -2.1
C 1.268 3.526 -0.847 -0.1 -0.1 0.3
H 2.644 4.559 0.441 -0.1 0.3 0.1
H 3.224 3.003 -0.092 -0.1 -0.1 0.0
H 2.411 2.969 2.304 -0.2 -0.2 0.0
H 0.786 3.402 1.740 0.2 0.4 0.1
H -0.884 1.256 0.086 1.5 -0.7 0.1
H -2.352 0.160 0.231 -0.5 0.4 0.1
H -3.785 -1.658 -1.096 0.1 -0.1 0.3
H -3.801 -1.857 0.680 0.1 -0.1 -0.2
H -2.479 -3.607 -1.303 -0.1 0.1 0.2
H -2.480 -3.786 0.464 0.0 -0.1 -0.1
H 0.582 -3.758 -1.084 0.3 0.3 0.1
H 0.414 -3.797 0.675 0.2 0.3 -0.2
H 1.841 -1.911 0.839 -0.2 0.3 -0.3
H 1.889 -1.752 -0.948 0.0 0.0 0.3
H 0.322 3.930 -0.475 0.2 0.2 -0.1
H 1.578 4.114 -1.715 -0.2 -0.5 -0.2
```
Positions in Å, forces in eV/Å.

Calculated total energy: -1312.91668 Ha
Charge: +1
Highest occupied orbital energy: -11.59 eV
Structure (SMILES): C1CSC([N+]2=C3NCCN3CC2)SC1
Kohn-Sham gap: 9.15 eV



No. 4
DFT (wB97M-V/def2-TZVPD) results for the ion C9H16N5 with charge +1.

```
30
Properties=species:S:1:pos:R:3:forces:R:3
N -2.967 0.577 -1.260 0.9 -0.5 1.7
C -2.340 0.440 0.126 -1.4 3.2 -0.2
C -2.016 -1.007 0.313 1.6 2.0 -0.8
C -1.157 -1.405 -0.886 0.3 -1.4 -1.0
C 0.300 -1.218 -0.705 1.7 0.4 1.7
N 0.752 -1.679 0.727 -1.5 1.4 -1.0
C 0.824 -0.179 0.304 -0.4 -2.5 -0.9
N 2.166 0.163 0.030 1.1 -1.9 1.0
C 2.824 1.299 0.031 -0.1 3.4 -0.1
C 4.099 1.011 -0.300 0.9 -0.2 0.4
N 4.239 -0.323 -0.345 -1.0 -0.9 0.2
N 3.081 -0.856 -0.115 0.1 -0.1 -0.9
C 0.068 0.860 1.081 -0.2 0.9 1.5
C -1.117 1.441 0.278 0.0 -0.9 -1.3
H -3.813 0.081 -1.075 -1.0 -0.3 -0.7
H -3.233 1.512 -1.519 0.0 0.5 0.3
H -3.123 0.788 0.893 1.2 -0.6 -0.8
H -2.915 -1.554 0.358 -0.8 -1.0 0.3
H -1.443 -1.026 1.245 -0.7 -0.6 0.1
H -1.372 -2.481 -0.993 0.4 0.2 -0.7
H -1.312 -0.859 -1.848 -0.9 -0.5 0.9
H 1.102 -1.496 -1.493 -1.7 0.3 1.4
H 1.575 -2.229 0.686 1.2 -0.4 0.4
H -0.050 -1.956 1.331 1.2 0.1 -0.6
H 2.460 2.302 0.282 -0.2 -0.7 -0.4
H 4.946 1.648 -0.376 0.3 0.4 -0.2
H 0.871 1.670 1.155 -1.6 -1.0 0.8
H -0.265 0.449 2.134 1.0 1.0 -1.9
H -1.522 2.382 0.686 0.6 -0.4 -0.1
H -0.661 1.645 -0.746 -0.9 0.0 1.0
```
Positions in Å, forces in eV/Å.

Calculated total energy: -625.96653 Ha
Charge: +1
Highest occupied orbital energy: -13.09 eV
Structure (SMILES): N[C@H]1CC[C@@H]2[NH2+][C@]2(n2ccnn2)CC1
Kohn-Sham gap: 10.35 eV



No. 5
DFT (wB97M-V/def2-TZVPD) results for the ion C9H16N6 with charge +2.

```
31
Properties=species:S:1:pos:R:3:forces:R:3
C 2.214 2.635 0.995 -0.5 0.9 -0.5
C 1.876 1.809 -0.273 0.8 1.0 0.9
C 0.714 0.920 0.128 -2.9 0.4 -3.1
N -0.500 1.093 -0.444 1.8 2.0 0.9
C -1.421 -0.053 -0.469 1.8 -0.2 2.6
N -2.618 0.165 -0.989 -4.3 0.8 -1.4
N -0.626 -0.983 -1.186 -0.3 -1.6 -0.5
C -1.060 -2.088 -1.828 -0.7 0.1 -1.4
C 0.069 -2.578 -2.455 0.7 -2.0 0.4
C 1.178 -1.879 -1.889 -3.3 0.1 -1.0
N 0.683 -0.890 -1.182 1.9 0.8 0.6
C -1.639 -0.487 1.015 -0.3 -1.2 -1.7
C -0.397 -0.489 1.795 -1.5 1.3 0.3
N -0.434 -1.010 2.992 2.9 0.3 -0.4
N 0.641 0.195 1.285 -0.3 -0.8 0.4
H 2.881 2.073 1.617 -0.4 -0.3 1.2
H 1.367 3.239 1.384 0.0 -1.4 0.6
H 2.800 3.502 0.807 1.1 0.5 -1.1
H 2.793 1.255 -0.559 -0.8 -0.2 0.2
H 1.728 2.567 -1.094 -0.8 -1.3 0.5
H -0.463 1.719 -1.248 -0.3 -0.3 0.0
H -3.494 0.057 -0.420 1.5 0.4 -1.1
H -2.731 0.561 -1.935 0.0 -0.5 0.9
H -2.159 -2.294 -1.845 1.4 0.0 -0.3
H 0.181 -3.455 -3.111 -0.4 0.6 0.5
H 2.182 -1.962 -2.124 1.8 -0.2 -0.2
H -2.033 -1.540 1.039 0.0 1.0 -0.1
H -2.388 0.227 1.292 -0.3 0.3 1.3
H -1.275 -1.292 3.448 -0.7 -0.5 0.0
H 0.451 -1.138 3.510 -0.8 0.2 0.0
H 1.479 0.121 1.742 2.7 -0.1 1.6
```
Positions in Å, forces in eV/Å.

Calculated total energy: -680.43527 Ha
Charge: +2
Highest occupied orbital energy: -16.23 eV
Structure (SMILES): CCC1=[NH+][C@@](N)(n2cccn2)CC(=[NH2+])N1
Kohn-Sham gap: 7.74 eV



No. 6
DFT (wB97M-V/def2-TZVPD) results for a cluster of 2 separate species, C9H16NO in total.

```
27
Properties=species:S:1:pos:R:3:forces:R:3
C 1.028 0.289 2.623 -2.8 -1.1 2.6
C -1.949 1.300 0.434 0.9 -1.4 1.0
C -1.230 0.537 1.391 2.3 2.7 -0.6
C -1.216 2.072 -0.462 1.6 -0.1 1.2
C 0.170 0.882 1.553 -1.1 0.3 -0.3
C 0.105 2.537 -0.234 -0.7 1.3 -1.3
C 0.749 1.920 0.798 0.2 -0.5 0.8
O -1.676 2.273 -1.666 -5.0 1.1 -2.4
H -3.031 1.246 0.317 0.2 -0.3 -0.1
H -1.644 -0.103 2.134 -0.6 -0.4 0.2
H -2.733 2.186 -1.659 3.4 0.3 -0.2
H 0.548 3.431 -0.873 -1.0 -2.3 1.3
H 0.746 0.704 3.692 -0.4 -1.2 -1.8
H 1.993 0.678 2.691 2.0 -0.1 -1.0
H 1.737 2.243 1.094 0.2 0.0 -0.1
H 0.886 -0.851 2.583 0.8 1.6 0.5
C 0.210 -1.508 -1.406 1.3 1.9 -3.2
C 1.730 -1.475 -1.266 0.1 -1.7 1.6
N -0.569 -2.800 -1.264 -0.8 1.8 2.0
H -0.230 -0.739 -0.827 -0.7 0.4 0.9
H 0.180 -1.140 -2.489 -1.3 -0.9 1.3
H 2.006 -2.400 -0.757 0.5 -0.2 0.1
H 1.992 -0.704 -0.552 0.2 0.3 -0.2
H -0.410 -3.284 -0.308 -0.7 1.2 -1.7
H -1.607 -2.471 -1.444 2.4 -1.7 0.4
H -0.132 -3.391 -1.931 -0.4 -1.2 -1.2
H 2.346 -1.432 -2.170 -0.6 0.2 0.1
```
Positions in Å, forces in eV/Å.

Calculated total energy: -482.19856 Ha
Charge: +1
Highest occupied orbital energy: -10.86 eV
Kohn-Sham gap: 7.02 eV



No. 7
DFT (wB97M-V/def2-TZVPD) results for the ion C9H17BNO3S with charge -1.

```
32
Properties=species:S:1:pos:R:3:forces:R:3
C 0.760 2.884 2.452 3.3 -6.7 -5.3
C 1.275 1.916 1.548 -3.9 7.2 6.8
B 1.599 0.676 0.466 -1.5 0.5 2.3
C 1.273 -0.724 1.263 0.8 -2.0 0.5
C 0.678 -1.936 0.333 -0.7 -0.7 0.9
C -0.496 -1.495 -0.722 0.5 -0.4 -1.1
C -1.745 -0.667 -0.057 1.1 1.2 0.1
N -3.118 -1.169 -0.523 -0.9 1.9 0.4
C -3.909 -0.070 -1.200 -2.2 -0.1 -5.9
C -4.286 1.370 -0.438 0.9 -0.8 0.5
O -4.335 -0.236 -2.480 2.7 0.9 8.1
S 3.391 0.897 -0.056 4.0 5.8 1.0
C 3.961 -0.386 -1.318 -0.2 -0.8 -0.8
O 3.467 2.290 -0.793 -0.4 -4.4 1.1
O 4.347 1.000 1.182 -2.4 -1.7 -3.4
H 0.403 3.492 3.392 1.0 -1.6 -2.5
H 0.925 0.890 -0.472 -0.2 0.0 -0.8
H 2.318 -1.115 1.685 -2.2 0.6 -0.6
H 0.579 -0.607 2.201 1.3 0.0 -1.9
H 0.171 -2.712 1.085 1.0 1.4 -1.6
H 1.546 -2.553 -0.195 -1.9 1.5 0.8
H 0.001 -0.839 -1.586 -1.2 -1.3 2.0
H -0.909 -2.463 -1.287 0.7 2.0 1.4
H -1.645 0.462 -0.431 0.0 -2.4 1.0
H -1.666 -0.658 1.133 -0.2 -0.1 -2.6
H -3.663 -1.454 0.328 0.6 0.4 -1.1
H -5.385 1.301 0.010 2.5 0.1 -1.0
H -4.193 2.300 -1.156 -0.3 -2.2 1.3
H -3.479 1.483 0.431 -2.0 -0.1 -1.7
H 2.978 -0.876 -1.776 2.1 0.9 1.2
H 4.483 0.179 -2.201 -0.9 -0.9 2.0
H 4.675 -1.181 -0.817 -1.6 1.7 -1.0
```
Positions in Å, forces in eV/Å.

Calculated total energy: -1056.40594 Ha
Charge: -1
Highest occupied orbital energy: -5.20 eV
Kohn-Sham gap: 7.88 eV



No. 8
DFT (wB97M-V/def2-TZVPD) results for a structure of composition C9H17CdN6O4S.

```
38
Properties=species:S:1:pos:R:3:forces:R:3
Cd -0.188 0.267 0.356 -1.0 1.1 1.8
O -0.628 -1.247 -1.187 -0.8 -0.4 -0.4
C 0.611 -1.321 -1.374 0.5 -0.6 -0.7
O 1.382 -0.440 -0.907 1.1 -0.2 -0.6
C 1.195 -2.511 -2.065 0.1 -0.1 0.1
C 2.442 -2.961 -1.633 -0.2 0.1 -0.1
C 2.985 -4.116 -2.157 0.1 -0.3 -0.2
C 2.284 -4.800 -3.141 -0.4 1.0 0.5
C 1.051 -4.354 -3.597 0.2 -0.3 -0.1
C 0.494 -3.217 -3.041 0.1 0.2 0.2
N 2.837 -6.034 -3.677 0.1 -0.2 -0.1
O 3.849 -6.452 -3.163 0.3 -0.2 0.1
O 2.242 -6.559 -4.588 -0.1 -0.2 -0.3
H 2.961 -2.404 -0.870 0.1 0.1 0.0
H 3.940 -4.497 -1.827 0.0 0.0 0.0
H 0.546 -4.921 -4.364 -0.1 0.0 0.0
H -0.475 -2.871 -3.365 -0.1 0.0 0.0
C 1.373 3.655 -2.277 0.1 0.1 -0.2
N 1.060 2.892 -1.090 0.1 -0.2 0.1
C 1.590 3.089 0.114 -0.4 0.0 -0.3
N 2.463 4.077 0.318 0.1 0.0 -0.3
S 1.102 2.157 1.444 -0.1 -0.2 0.6
H 0.636 3.422 -3.040 0.0 0.0 0.0
H 2.366 3.413 -2.663 0.0 0.0 0.0
H 1.306 4.724 -2.070 0.0 0.0 0.0
H 0.449 2.087 -1.193 0.3 0.5 0.0
H 2.861 4.603 -0.443 0.0 0.0 0.1
H 2.865 4.183 1.236 0.0 0.0 -0.1
N -2.290 2.053 -0.522 -0.3 0.1 -0.2
N -2.352 1.349 0.744 -0.2 -0.1 0.0
H -2.933 2.850 -0.537 0.2 -0.3 0.1
H -2.617 1.410 -1.245 0.1 0.1 0.2
H -3.275 0.929 0.910 0.4 0.2 -0.1
H -2.193 2.034 1.486 0.1 -0.2 -0.3
N 0.000 -1.473 1.856 -0.1 -0.2 0.3
H -0.386 -2.278 1.368 0.0 0.0 0.1
H -0.473 -1.400 2.756 0.2 -0.1 -0.2
H 0.983 -1.670 2.035 -0.1 0.0 0.0
```
Positions in Å, forces in eV/Å.

Calculated total energy: -1548.34019 Ha
Charge: +1
Highest occupied orbital energy: -12.29 eV
Kohn-Sham gap: 9.59 eV